125
Properties=species:S:1:pos:R:3:forces:R:3:mulliken_spin:R:1 method="wB97M-V/def2-TZVPD" de_lowest_kj_mol=65.5 homo_energy_ev="-4.5 / -4.8" multiplicity=2 total_charge=-1 gap_ha="0.2349 / 0.2169" e_lumo_ev="1.90 / 1.13"
Cs -0.580 0.879 -0.831 -0.3 0.3 -0.1 0.009
S -2.691 -1.252 -2.570 0.0 -0.7 0.0 0.371
P -3.221 -2.610 -1.017 0.3 0.3 0.6 -0.020
C -3.044 -2.005 0.493 0.1 0.2 0.5 0.021
P -2.219 -2.286 1.874 0.0 -0.3 -2.4 -0.008
S -0.598 -1.045 2.325 0.9 0.7 0.0 0.002
C -1.571 -3.987 2.007 0.9 -0.3 1.6 0.004
C -0.287 -4.290 2.490 0.1 1.1 0.3 0.000
C 0.054 -5.549 2.910 0.9 -1.7 0.6 0.000
C -0.854 -6.608 2.826 -0.3 0.3 -0.7 0.000
C -2.103 -6.356 2.273 0.4 0.0 -0.4 0.001
C -2.418 -5.065 1.884 -1.1 0.2 -0.3 0.000
C -3.097 -1.774 3.356 -0.6 0.2 -0.4 0.000
C -4.239 -0.968 3.173 0.6 -0.1 -0.7 0.000
C -4.867 -0.464 4.266 -1.4 0.8 0.8 0.000
C -4.492 -0.819 5.574 0.2 0.0 -0.3 0.000
C -3.378 -1.616 5.766 0.2 0.2 -1.7 0.000
C -2.645 -2.049 4.619 -1.0 -0.4 1.8 0.000
C -2.306 -4.178 -1.330 -1.8 0.7 -0.7 -0.049
C -2.804 -5.360 -1.860 -1.6 0.4 0.5 0.038
C -2.007 -6.434 -2.099 0.8 -0.6 -0.8 -0.004
C -0.611 -6.358 -1.886 -1.0 1.1 1.1 -0.001
C -0.132 -5.202 -1.265 -1.2 0.6 -0.4 -0.008
C -1.005 -4.092 -1.036 3.0 -0.3 0.2 0.034
C -4.974 -2.911 -1.311 -0.2 -0.4 -0.5 0.004
C -5.413 -3.189 -2.598 0.6 0.2 -1.1 -0.030
C -6.732 -3.335 -2.939 -0.7 -0.6 0.9 0.003
C -7.657 -3.351 -1.895 0.1 0.4 0.0 0.000
C -7.267 -3.085 -0.609 1.3 0.6 0.7 0.000
C -5.905 -2.821 -0.307 -1.1 0.0 0.3 0.004
H 0.446 -3.504 2.614 0.0 0.2 -0.1 0.000
H 1.057 -5.808 3.333 -0.9 0.7 -0.5 0.000
H -0.565 -7.625 3.044 0.1 0.0 0.3 0.000
H -2.804 -7.140 2.014 0.0 -0.1 0.3 0.000
H -3.380 -4.863 1.444 -0.4 -0.1 0.0 0.002
H -4.610 -0.718 2.171 0.5 -0.2 0.3 0.001
H -5.719 0.228 4.096 0.6 -0.6 0.3 0.000
H -5.094 -0.487 6.409 0.1 0.1 0.1 0.000
H -3.049 -1.908 6.739 0.1 -0.1 0.5 0.000
H -1.866 -2.767 4.808 0.6 0.0 -0.3 0.000
H -3.886 -5.430 -1.999 0.3 -0.1 -0.2 -0.005
H -2.496 -7.286 -2.564 0.4 -0.2 0.2 0.001
H 0.038 -7.187 -2.085 0.2 -0.3 -0.2 0.000
H 0.899 -5.074 -1.019 0.6 -0.1 0.0 0.000
H -0.648 -3.107 -0.686 0.3 -0.8 0.0 -0.005
H -4.674 -3.183 -3.384 0.2 -0.1 -0.2 0.012
H -7.101 -3.496 -3.936 0.3 0.0 -0.4 -0.001
H -8.706 -3.460 -2.057 -0.6 -0.2 -0.4 0.000
H -8.016 -2.962 0.158 0.0 -0.2 0.2 0.000
H -5.587 -2.466 0.672 -0.1 -0.3 -0.1 0.002
O -4.560 3.269 -6.610 -0.1 -0.3 0.8 0.000
C -3.743 3.199 -5.510 -0.8 0.5 -0.5 -0.001
C -2.390 3.502 -5.528 0.0 0.1 -1.8 0.001
C -1.711 3.462 -4.342 -1.0 -0.8 1.5 -0.001
N -2.272 3.130 -3.160 -1.4 -0.3 -1.1 -0.001
C -3.601 2.836 -3.211 2.0 0.7 1.0 0.001
Br -4.328 2.458 -1.519 -0.2 -0.2 0.2 0.002
C -4.392 2.888 -4.321 0.2 -0.1 -0.6 0.000
H -4.102 3.534 -7.399 0.6 0.1 -0.4 0.000
H -1.894 3.719 -6.511 -0.4 -0.1 1.2 0.000
H -0.675 3.622 -4.253 1.2 0.4 -0.2 0.000
H -5.449 2.682 -4.324 0.0 -0.1 0.1 0.000
C 5.955 5.702 3.093 -0.4 -0.1 -0.3 0.000
C 5.276 4.348 3.337 0.7 0.5 -0.3 0.000
C 6.340 3.342 3.703 0.4 -0.7 -1.0 0.000
O 4.679 3.954 2.070 0.5 0.0 0.8 0.000
P 3.190 3.462 1.931 -0.1 -1.4 -0.7 0.000
O 2.287 4.539 1.505 -0.3 -0.1 0.3 0.000
C 3.381 2.044 0.743 -0.2 0.1 0.8 0.000
P 3.144 2.367 -0.990 -0.2 0.4 -1.1 -0.001
O 1.759 2.729 -1.385 0.6 -0.2 0.2 -0.001
O 4.148 3.539 -1.406 1.0 0.2 -0.3 0.000
C 5.543 3.389 -1.945 -1.1 0.3 1.0 0.000
C 5.607 4.127 -3.281 0.1 0.6 0.7 0.000
C 6.558 3.882 -0.883 -1.2 -1.2 -0.2 0.000
O 3.769 1.084 -1.697 -0.1 -0.5 -0.1 0.000
C 3.529 0.698 -3.114 -0.5 1.0 0.3 -0.003
C 2.066 0.352 -3.312 0.3 0.2 1.1 0.009
C 4.367 -0.495 -3.487 0.9 0.0 -0.8 0.001
O 2.926 2.711 3.328 -0.1 0.2 -0.7 0.000
C 1.727 1.842 3.504 0.3 0.3 0.9 0.000
C 1.868 1.246 4.893 0.3 -1.5 0.7 0.000
C 0.496 2.719 3.366 -0.4 -1.6 -0.9 0.000
H 6.343 6.120 4.009 -0.1 0.1 0.5 0.000
H 5.241 6.410 2.644 0.4 -0.2 0.0 0.000
H 6.845 5.552 2.464 -0.5 0.1 -0.2 0.000
H 4.523 4.409 4.137 0.1 0.0 -0.4 0.000
H 7.078 3.196 2.875 -0.6 0.4 0.4 0.000
H 5.936 2.352 3.893 -0.2 0.0 0.3 0.000
H 6.896 3.695 4.554 0.2 0.0 0.5 0.000
H 2.684 1.215 1.072 0.6 0.4 -0.6 0.000
H 4.431 1.738 0.831 -0.3 -0.3 0.2 0.000
H 5.651 2.322 -2.101 0.3 -0.2 0.0 0.000
H 5.280 5.178 -3.127 0.2 -0.6 -0.1 0.000
H 4.912 3.667 -4.000 0.6 0.1 0.1 0.000
H 6.671 4.169 -3.606 -0.8 -0.3 -0.2 0.000
H 6.459 4.943 -0.696 0.1 0.3 0.0 0.000
H 7.517 3.615 -1.294 0.6 0.2 0.1 0.000
H 6.410 3.332 0.076 0.1 0.4 -0.7 0.000
H 3.825 1.596 -3.715 -0.2 -0.7 0.3 0.000
H 1.806 -0.354 -2.513 -0.1 0.2 -0.1 -0.003
H 1.960 -0.205 -4.208 -0.3 -0.3 -1.0 -0.003
H 1.413 1.218 -3.286 0.0 0.0 -0.1 0.001
H 4.089 -1.440 -3.018 -0.3 0.2 0.2 0.000
H 5.434 -0.326 -3.295 -0.2 0.0 0.0 0.000
H 4.246 -0.623 -4.590 0.1 0.0 0.8 0.000
H 1.748 1.054 2.745 0.0 0.0 0.1 0.000
H 1.801 2.007 5.661 0.0 0.3 0.1 0.000
H 2.793 0.644 5.090 -0.3 0.8 -0.6 0.000
H 1.102 0.477 5.140 0.0 0.7 -0.6 0.000
H 0.534 3.611 3.946 0.3 0.8 0.3 0.000
H -0.384 2.153 3.690 0.1 -0.1 0.0 0.000
H 0.374 2.893 2.292 -0.3 0.5 0.3 0.000
O -0.197 4.092 0.144 0.7 -0.2 -0.2 0.000
H 0.581 4.252 0.721 -0.4 0.2 -0.2 0.000
H 0.279 3.843 -0.678 -0.4 0.2 0.5 0.000
O -2.842 2.001 2.077 0.6 0.2 0.2 0.000
H -2.301 1.344 2.565 -0.3 0.6 -0.6 0.000
H -2.268 2.775 1.893 -0.3 -0.8 0.2 0.000
O 1.629 -0.670 1.136 0.2 0.5 0.2 0.000
O 0.271 -1.075 0.881 -0.6 -0.8 0.5 0.002
Cl 0.578 -2.612 -3.560 -0.4 -0.2 -0.2 0.053
Ge -1.516 -2.657 -4.411 0.5 0.1 0.0 0.341
Cl -1.221 -0.929 -5.820 -0.2 -0.1 0.1 0.041
Cl -1.291 -4.441 -5.961 -0.1 0.4 0.4 0.181

***

116
Properties=species:S:1:pos:R:3:forces:R:3:mulliken_spin:R:1 method="wB97M-V/def2-TZVPD" de_lowest_kj_mol=1.2 homo_energy_ev="-2.8 / -2.7" multiplicity=6 total_charge=-2 gap_ha="0.2351 / 0.2165" e_lumo_ev="3.59 / 3.14"
Ru -1.493 1.153 -0.111 -0.1 0.6 0.5 3.967
C 1.448 3.009 2.179 0.6 -0.1 -0.6 0.014
N 0.072 2.626 1.872 0.5 0.0 0.4 -0.001
C -0.597 2.527 2.960 0.0 0.3 -1.2 0.008
C -1.924 2.081 3.010 -1.2 -1.0 0.1 -0.011
C -2.762 1.905 4.101 -0.6 -0.4 0.0 0.023
C -3.976 1.268 3.660 1.3 0.9 0.4 0.018
C -3.775 1.197 2.277 -0.3 -1.2 -0.6 0.027
N -2.528 1.566 1.903 -0.5 0.6 -0.8 0.090
C 2.187 3.855 1.129 -0.3 -2.1 0.8 -0.005
C 3.586 3.732 1.079 0.1 -0.4 0.5 0.002
C 4.240 4.535 0.184 0.3 0.4 -0.3 0.001
C 3.590 5.449 -0.679 1.3 0.4 -0.3 0.000
C 2.226 5.487 -0.670 -1.8 -1.1 -0.3 0.000
C 1.501 4.612 0.209 0.1 1.0 -1.1 0.001
H 2.040 2.094 2.478 -0.4 0.9 -0.6 -0.001
H 1.415 3.669 3.043 0.2 0.0 0.5 0.010
H -0.127 2.789 3.874 0.3 0.3 1.2 0.005
H -2.476 2.215 5.079 0.0 0.0 0.7 0.001
H -4.769 0.883 4.332 0.4 0.5 -1.0 0.001
H -4.424 0.830 1.481 0.0 -0.1 0.5 0.002
H 4.205 2.957 1.684 -1.5 1.5 -0.9 0.000
H 5.285 4.346 0.169 1.0 0.4 -0.5 0.000
H 4.143 6.115 -1.411 -0.5 -1.1 1.1 0.000
H 1.677 6.012 -1.480 0.3 -0.2 0.9 -0.001
H 0.417 4.458 0.076 0.6 0.4 0.4 0.003
O -8.315 0.634 -2.995 -0.1 -0.1 -0.3 0.000
C -7.524 1.532 -3.320 -0.2 1.3 -0.3 0.001
O -7.719 2.645 -3.907 -0.1 -1.4 0.4 0.000
C -6.084 1.362 -2.818 0.9 3.1 -0.1 -0.002
C -5.217 2.510 -2.934 -1.1 -1.9 -0.2 0.004
C -3.964 2.441 -2.400 0.5 0.6 -0.2 0.014
N -3.564 1.415 -1.659 1.2 -1.2 0.6 0.073
C -4.322 0.332 -1.533 -0.4 0.6 -0.6 -0.030
C -5.601 0.320 -2.105 0.9 -2.0 0.4 0.011
C -3.688 -0.878 -0.828 -0.3 1.4 0.2 0.056
O -4.196 -1.971 -0.855 -0.4 -0.8 -0.3 0.036
O -2.609 -0.588 -0.177 0.2 -0.3 0.0 0.122
H -5.584 3.334 -3.509 0.0 0.3 -0.2 0.001
H -3.207 3.199 -2.614 -0.4 -0.1 0.3 0.005
H -6.124 -0.611 -2.063 -0.6 -0.3 0.2 0.001
C -1.331 -2.429 -3.636 0.0 0.2 0.1 -0.002
C -0.844 -1.080 -3.059 0.0 -1.5 0.7 -0.012
C 0.589 -0.737 -3.353 1.0 -0.9 -1.0 -0.039
C 1.439 -1.628 -4.028 -1.7 -0.9 0.5 -0.011
C 2.761 -1.393 -4.254 1.1 1.5 -0.3 0.008
C 3.308 -0.185 -3.790 -1.6 -0.7 -0.1 -0.004
C 2.524 0.768 -3.140 -0.7 -1.0 -0.8 0.013
C 3.184 2.005 -2.664 1.2 -0.5 1.3 -0.008
C 4.431 1.589 -1.792 1.2 2.5 -1.5 0.001
C 1.157 0.467 -3.001 -1.2 1.6 1.0 -0.011
N 0.205 1.362 -2.377 1.3 -0.6 0.8 0.077
C 0.119 2.565 -2.757 -1.8 1.2 -1.0 -0.021
C -0.830 3.516 -2.136 1.5 -0.6 0.4 0.023
C -1.176 4.806 -2.550 -0.1 -0.4 0.1 0.021
C -2.082 5.255 -1.588 -1.8 0.5 1.6 0.002
C -2.254 4.240 -0.613 1.5 -0.2 -0.9 0.038
N -1.404 3.214 -0.923 -0.7 -0.1 -0.4 -0.016
H -2.236 -2.731 -3.096 0.0 0.2 -0.3 0.000
H -0.573 -3.173 -3.358 -0.3 -0.1 -0.3 -0.001
H -1.526 -2.464 -4.728 0.2 0.1 0.6 0.000
H -0.959 -1.270 -1.978 0.5 0.4 0.0 0.037
H -1.517 -0.264 -3.198 -0.5 0.6 -0.6 0.006
H 0.963 -2.569 -4.276 0.4 0.0 -0.5 0.000
H 3.390 -1.994 -4.910 -0.2 -0.3 0.4 0.000
H 4.317 0.030 -3.977 1.3 0.2 -0.2 -0.001
H 2.515 2.621 -2.087 -0.2 0.2 0.3 -0.003
H 3.527 2.599 -3.507 0.1 0.2 -0.1 0.001
H 4.284 0.922 -0.997 -0.9 -0.9 1.1 0.001
H 4.953 2.501 -1.385 -0.7 -0.7 -0.3 0.000
H 5.205 1.127 -2.416 -0.2 0.0 -0.1 0.000
H 0.527 2.869 -3.750 0.3 0.1 0.7 0.014
H -0.838 5.294 -3.455 -0.1 0.0 0.1 0.000
H -2.742 6.137 -1.492 0.9 -0.3 -0.6 0.000
H -2.920 4.165 0.250 0.3 0.2 -0.3 0.004
C 2.869 -5.591 1.088 0.8 -1.3 0.3 0.006
Si 2.661 -3.837 0.631 0.1 1.7 -0.2 0.012
C 4.329 -2.961 0.843 0.5 0.2 -0.9 0.010
C 2.236 -3.689 -1.197 1.7 -1.0 -0.3 0.008
Si 0.994 -2.662 1.802 -0.9 0.1 -0.9 0.072
Te 0.753 -0.504 0.404 0.5 -0.4 0.3 0.307
Si -1.066 -3.900 1.722 0.2 0.3 1.4 0.003
C -2.334 -2.659 2.429 -0.1 -0.9 -0.3 -0.003
C -1.151 -5.596 2.707 -0.3 1.9 1.8 0.000
C -1.659 -4.400 0.075 -0.8 -1.2 0.3 0.000
Si 1.479 -1.916 3.928 -0.4 2.2 -1.1 0.004
C 3.305 -1.510 3.956 0.5 -0.7 0.8 0.011
C 1.214 -3.358 4.997 -1.4 -1.5 0.6 0.002
C 0.574 -0.196 4.277 -1.7 -1.9 -0.9 0.012
H 3.737 -5.927 0.487 -0.4 -0.1 0.1 0.001
H 2.016 -6.213 0.847 -0.2 -0.1 -0.2 0.000
H 3.125 -5.821 2.129 0.0 0.3 0.0 0.000
H 5.120 -3.454 0.252 -0.2 -0.2 0.3 0.000
H 4.692 -2.814 1.847 0.1 -0.2 0.4 0.001
H 4.313 -1.957 0.400 -0.4 0.0 0.1 -0.005
H 1.187 -3.589 -1.300 -1.3 -0.5 -0.5 -0.003
H 2.747 -4.430 -1.896 -1.0 0.5 0.9 0.000
H 2.604 -2.751 -1.556 0.3 0.9 0.0 -0.001
H -2.300 -2.468 3.482 0.4 -0.1 0.9 0.001
H -3.312 -3.115 2.257 -0.2 0.2 -0.2 0.000
H -2.322 -1.677 1.979 0.1 0.1 -0.6 -0.003
H -1.935 -6.249 2.330 0.1 -0.1 -0.1 0.000
H -1.405 -5.330 3.794 0.1 -0.4 -1.3 0.000
H -0.193 -6.080 2.779 0.4 -0.5 -0.3 0.000
H -1.236 -5.289 -0.371 0.5 -0.1 -0.1 0.000
H -1.662 -3.595 -0.585 0.1 1.4 -1.4 0.007
H -2.713 -4.643 0.236 -0.1 0.0 0.0 0.001
H 3.927 -2.394 3.685 -0.4 0.8 -0.6 0.000
H 3.544 -1.499 5.024 0.1 0.7 0.3 0.000
H 3.556 -0.550 3.471 0.2 -0.7 0.1 -0.004
H 0.876 -3.145 6.026 0.1 -0.1 -0.3 0.001
H 2.164 -3.900 5.044 -0.2 -0.2 0.0 0.000
H 0.422 -3.997 4.467 1.1 0.6 1.0 0.000
H 1.214 0.474 3.763 0.7 0.9 -0.4 -0.007
H 0.448 0.092 5.314 0.1 0.0 0.3 0.000
H -0.447 -0.084 3.742 1.6 -0.5 0.9 -0.002